{
  "formula": "C4H5N3O2",
  "method": "ωB97M-V/def2-TZVPD",
  "species": ["C", "C", "C", "C", "N", "N", "N", "O", "O", "H", "H", "H", "H", "H"],
  "xyz": [[-2.24, 1.30, 0.66], [-0.57, 0.60, 1.70], [0.37, -1.26, -1.50], [0.36, -0.78, -0.09], [-1.60, 1.33, 1.96], [-1.60, 0.56, -0.22], [-0.52, 0.05, 0.41], [0.72, -2.33, -1.78], [1.88, 0.18, -1.35], [-3.20, 1.84, 0.43], [0.34, 0.47, 2.39], [-0.18, -0.63, -2.16], [1.17, -1.08, 0.52], [2.59, -0.38, -1.03]],
  "largest_force_ev_per_a": 5.15,
  "relative_energy_kcal_mol": 135.8,
  "lumo_energy_ev": [-1.624, -1.624],
  "gap_ev": [8.15, 8.14]
}